C36H60FN13O6P as an isolated structure. Source: the OMol25 dataset; level of theory: ωB97M-V with the def2-TZVPD basis set.

XYZ file:
```
117
Properties=species:S:1:pos:R:3:forces:R:3
C 0.42100 -2.55160 -3.68267 0.268 -0.320 0.141
C 1.16587 -1.70352 -2.55850 0.080 0.807 -0.817
C 2.75112 -1.64160 -2.83850 -0.515 -0.635 0.327
C 0.54200 -0.20340 -2.50338 0.360 -1.897 0.659
C 0.55936 0.21987 -0.96844 0.464 0.067 -0.530
C 0.27007 1.80407 -0.76545 -1.336 -1.192 -1.220
C -1.10443 1.96726 -1.62840 -3.282 1.646 -1.901
O -2.02147 1.12342 -1.44566 1.950 0.247 0.728
O -1.34512 2.97634 -2.44185 2.167 -1.473 2.307
N -0.05215 2.18902 0.60015 0.075 0.221 -0.058
C -1.01022 3.29551 0.77618 0.149 1.326 1.266
C -0.61982 4.68138 0.09788 -1.935 0.101 0.053
F 0.16072 5.52451 0.97033 -0.434 -1.131 -1.018
C 1.01617 2.35763 1.58680 1.284 0.412 1.639
C 2.24658 1.37849 1.58686 -0.239 -0.892 1.157
C 3.00384 1.38866 3.02255 0.519 0.237 -1.934
O 2.76232 2.59248 3.80950 -1.138 -6.283 -5.589
P 1.76531 2.63972 -1.58071 2.949 -0.622 -2.300
O 2.95464 1.70784 -1.74056 -1.500 1.010 0.892
O 2.34620 3.98831 -0.77645 -0.764 -1.064 -0.365
O 1.45945 3.16311 -3.16349 0.209 0.466 2.350
H 0.01821 -3.52024 -3.24358 0.472 1.016 -0.581
H 1.14522 -2.81250 -4.51837 -0.862 0.198 0.895
H -0.43044 -1.99575 -4.15002 0.822 -0.563 0.511
H 0.98866 -2.17963 -1.55607 0.198 0.468 -1.064
H 3.07055 -0.66035 -3.29073 -0.361 -0.912 0.736
H 3.28617 -1.85331 -1.86087 -0.351 0.492 -1.282
H 3.03668 -2.44719 -3.58615 -0.251 0.751 0.949
H 1.21942 0.41636 -3.14922 -1.028 -0.246 0.610
H -0.50522 -0.31916 -2.90665 1.179 0.751 0.537
H 1.56692 -0.09182 -0.58374 -0.927 0.584 -0.251
H -0.22339 -0.39145 -0.42036 0.770 1.108 -0.655
H -2.09939 3.01818 0.60025 1.502 0.151 -0.532
H -1.00226 3.54444 1.89081 0.134 -0.398 -1.623
H -1.60503 5.23993 -0.02797 1.194 -0.554 0.108
H -0.18925 4.58937 -0.93364 0.015 0.143 1.206
H 1.43332 3.42273 1.58737 -0.586 -1.111 -0.139
H 0.55365 2.24728 2.62422 0.396 0.157 -1.314
H 1.83782 0.32135 1.49913 0.746 1.233 -0.434
H 3.04502 1.60953 0.83193 -1.155 -0.460 0.293
H 4.12366 1.37226 2.80614 -1.289 -0.241 0.217
H 2.80691 0.43084 3.59172 -0.168 1.486 -0.263
H 2.96168 3.36050 3.24815 -0.045 -0.555 0.221
H 3.13842 3.68820 -0.28062 -0.618 0.098 -0.501
H 2.27629 3.65200 -3.40401 -0.513 -0.464 0.093
C -3.78049 2.65914 3.63971 -0.201 -0.110 0.040
C -2.63409 3.55545 3.76716 -0.175 0.026 0.143
N -1.72853 4.25711 3.85696 -0.219 -0.043 0.249
H -4.36820 2.88280 2.74809 0.195 0.033 -0.010
H -3.46755 1.61866 3.56704 0.101 0.178 -0.043
H -4.44967 2.73859 4.49872 0.169 0.142 0.022
C -2.50441 1.68657 -4.91037 0.042 0.556 0.008
C -1.85778 0.43919 -5.28761 -0.132 0.269 0.143
N -1.31991 -0.54163 -5.54881 -0.147 0.002 -0.315
H -1.85517 2.28890 -4.26522 0.105 -0.300 0.108
H -2.75530 2.29376 -5.78281 0.017 -0.296 -0.136
H -3.42749 1.50907 -4.36321 0.230 -0.180 -0.005
C 4.97284 1.40365 6.93540 0.100 0.281 0.343
C 4.98718 0.43557 5.84188 0.022 0.118 0.054
N 4.99847 -0.32622 4.98137 0.009 0.026 0.238
H 3.99943 1.43252 7.42741 0.095 -0.063 -0.206
H 5.71870 1.16015 7.69516 0.016 -0.187 -0.173
H 5.18699 2.41350 6.58128 -0.070 -0.161 -0.232
C 1.35490 -5.50993 -1.42419 -0.047 -0.201 -0.028
C 1.86828 -4.42685 -0.59120 0.049 0.067 0.180
N 2.26718 -3.56035 0.05078 -0.035 -0.355 -0.068
H 0.41405 -5.23475 -1.89983 0.134 0.140 0.101
H 2.05505 -5.76820 -2.21809 -0.009 0.174 0.108
H 1.17285 -6.41642 -0.84354 0.085 0.149 0.116
C -2.28286 -1.50152 1.82169 0.288 -0.079 -0.126
C -3.48128 -0.70521 2.07178 0.106 -0.034 -0.160
N -4.42544 -0.07936 2.26667 0.061 -0.233 0.032
H -1.66831 -1.06280 1.03255 -0.226 0.191 0.023
H -1.65941 -1.57952 2.71358 -0.160 0.069 0.003
H -2.53336 -2.51607 1.51184 -0.145 0.145 0.046
C 0.98192 -0.49083 6.54083 -0.120 -0.306 -0.260
C 1.46239 0.61407 7.36648 -0.096 -0.037 -0.092
N 1.84441 1.48465 8.01145 -0.149 -0.166 -0.006
H 0.06139 -0.22712 6.01719 0.096 0.191 0.103
H 1.71750 -0.77373 5.78496 0.080 0.192 0.109
H 0.77342 -1.37793 7.14155 0.081 0.169 0.126
C -6.97006 0.55042 -3.40778 -0.330 -0.128 0.418
C -6.09961 0.80067 -4.55274 -0.088 -0.003 0.107
N -5.41389 0.99843 -5.45353 -0.392 -0.095 0.029
H -7.96668 0.23675 -3.72520 0.135 0.017 -0.202
H -6.57414 -0.23445 -2.76043 0.184 0.034 -0.204
H -7.08789 1.44561 -2.79316 0.202 0.023 -0.260
C -4.03984 4.83330 -3.22200 0.376 0.098 -0.135
C -5.26990 4.11823 -2.89118 0.142 0.060 -0.029
N -6.23764 3.55624 -2.62965 0.125 0.216 -0.020
H -3.88976 5.69391 -2.56788 -0.174 -0.121 0.071
H -3.16126 4.18700 -3.11838 -0.081 -0.208 0.200
H -4.05585 5.20248 -4.24927 -0.228 -0.106 0.039
C 2.95246 5.49502 7.12370 -0.148 0.185 0.313
C 3.02622 4.53024 6.02594 -0.183 -0.074 0.154
N 3.07864 3.76142 5.16084 1.724 6.109 6.127
H 1.96969 5.48699 7.59903 0.025 -0.130 -0.137
H 3.69047 5.27715 7.89830 -0.005 -0.135 -0.145
H 3.13716 6.51256 6.77447 0.007 -0.145 -0.162
C -0.81786 -5.38405 -5.93923 -0.193 0.189 -0.308
C -0.01749 -6.04229 -4.90998 -0.084 0.106 -0.037
N 0.61135 -6.55458 -4.09569 -0.262 -0.058 -0.363
H -0.32501 -4.48504 -6.31420 0.086 -0.049 0.222
H -0.99149 -6.04227 -6.79261 0.122 -0.116 0.168
H -1.79384 -5.08321 -5.55492 0.150 -0.044 0.163
C -2.56505 -5.93476 3.33646 -0.257 -0.252 0.123
C -1.58310 -4.97259 2.84048 -0.019 -0.099 0.035
N -0.81126 -4.21638 2.45032 -0.122 -0.192 0.108
H -2.24397 -6.96224 3.15702 0.137 0.146 -0.070
H -2.72433 -5.82587 4.41063 0.138 0.136 -0.082
H -3.53298 -5.80586 2.84883 0.145 0.138 -0.065
C 3.50920 -7.30817 -5.37831 -0.137 0.227 0.061
C 4.24313 -8.54795 -5.62498 -0.001 0.106 -0.010
N 4.81968 -9.52260 -5.81930 -0.095 0.130 0.024
H 4.07234 -6.63003 -4.73450 0.094 -0.173 -0.037
H 3.30007 -6.77449 -6.30730 0.111 -0.175 -0.030
H 2.55261 -7.49830 -4.89096 0.141 -0.148 -0.024
```
Positions in Å, forces in eV/Å.

Computed properties:
**Energy above the lowest of the compared OMol25 structures with the same formula, charge and spin**: 0.00 kJ/mol
**HOMO level**: -5.393 eV
**Net charge**: -1
**Spin multiplicity**: 1
**Max |F|**: 0.1716 Eh/bohr
**Kohn-Sham gap**: 0.26020 Eh

These are the Mulliken partial charges, in e, on atoms 1 to 5: number 1, C, carries -0.629; number 2, C, carries 1.182; number 3, C, carries -1.416; number 4, C, carries -0.180; number 5, C, carries -0.880